14
Properties=species:S:1:pos:R:3 method="wB97M-V/def2-TZVPD" homo_ev=-8.27 largest_force_ev_per_a=0.51 relative_energy_kcal_mol=142.2 energy_ev=-9841.1135
C -1.579 -0.556 0.091
C -0.014 -1.076 -0.902
C -0.280 0.852 0.114
N 1.165 0.856 0.163
C 1.899 -0.299 0.178
O 3.057 -0.430 0.462
O 1.071 -1.356 -0.151
H -1.479 -1.360 0.818
H -2.179 -0.880 -0.757
H -2.175 0.241 0.567
H 0.214 -0.291 -1.642
H -0.638 1.224 1.076
H -0.665 1.468 -0.700
H 1.602 1.606 0.682

---

14
Properties=species:S:1:pos:R:3 method="wB97M-V/def2-TZVPD" homo_ev="-7.85 / -7.85" largest_force_ev_per_a=0.34 relative_energy_kcal_mol=81.8 energy_ev=-9843.7333
O -2.282 -1.460 0.263
C -1.300 -0.545 0.627
C 0.089 -1.037 0.848
N 0.876 -0.163 0.273
C 0.271 0.849 -0.452
C -1.117 0.578 -0.424
O -2.089 1.007 -1.042
H -2.829 -0.959 -0.372
H -1.564 -0.006 1.563
H 0.465 -1.839 1.468
H 3.338 0.996 -0.679
H 1.885 -0.213 0.363
H 3.400 1.296 -1.354
H 0.857 1.496 -1.084

---

14
Properties=species:S:1:pos:R:3 method="wB97M-V/def2-TZVPD" homo_ev=-9.56 largest_force_ev_per_a=0.71 smiles="O=CN1CC(O)C1" relative_energy_kcal_mol=46.9 energy_ev=-9845.2472
O -2.446 0.785 -0.480
C -1.566 0.380 -1.215
N -0.611 -0.492 -0.752
C 0.870 -0.312 -0.806
C 0.777 0.232 0.623
O 1.819 -0.060 1.499
C -0.548 -0.524 0.740
H -1.550 0.643 -2.287
H 1.305 0.323 -1.583
H 1.348 -1.299 -0.817
H 0.557 1.313 0.569
H 1.841 0.636 2.163
H -1.348 -0.055 1.319
H -0.448 -1.569 1.028